Entry 1:
{
  "formula": "C18H42N6O18",
  "method": "wB97M-V/def2-TZVPD",
  "elements": ["C", "N", "O", "O", "H", "H", "H", "C", "N", "O", "O", "H", "H", "H", "C", "N", "O", "O", "H", "H", "H", "C", "N", "O", "O", "H", "H", "H", "C", "N", "O", "O", "H", "H", "H", "C", "N", "O", "O", "H", "H", "H", "O", "C", "O", "C", "C", "C", "H", "H", "H", "H", "H", "H", "H", "H", "O", "C", "O", "C", "C", "C", "H", "H", "H", "H", "H", "H", "H", "H", "O", "C", "O", "C", "C", "C", "H", "H", "H", "H", "H", "H", "H", "H"],
  "xyz": [[4.5823, 1.1602, -5.3113], [3.2586, 0.5492, -5.0749], [2.4591, 0.5453, -5.9936], [2.9663, 0.2174, -3.9282], [4.3666, 2.1646, -5.6681], [5.0831, 0.5397, -6.0483], [5.1353, 1.2424, -4.3833], [1.3185, -3.4905, 5.6102], [2.7617, -3.4217, 5.9480], [3.0222, -3.1479, 7.1047], [3.5631, -3.5034, 5.0450], [1.0566, -3.1930, 4.6030], [0.7556, -2.9489, 6.3635], [1.0177, -4.5299, 5.7685], [-0.8501, 3.0949, 2.1704], [-2.0907, 2.2896, 2.1477], [-2.7958, 2.3823, 1.1615], [-2.4527, 1.7165, 3.1454], [-1.1484, 4.1171, 2.3724], [-0.3276, 2.9887, 1.2233], [-0.1836, 2.6319, 2.8969], [-2.4570, -2.9668, -1.7966], [-2.0457, -4.2905, -1.2674], [-2.8768, -5.0350, -0.7840], [-0.8496, -4.5152, -1.2742], [-3.4936, -2.7523, -1.5510], [-2.3080, -3.0069, -2.8715], [-1.8841, -2.1792, -1.3157], [-4.8433, 0.1899, 1.9507], [-3.7315, -0.6286, 1.4046], [-3.2410, -1.4542, 2.1406], [-3.3375, -0.3217, 0.3008], [-4.5658, 1.2381, 1.8650], [-4.9379, -0.0635, 3.0013], [-5.7670, -0.0150, 1.4180], [1.7977, 3.2759, -3.3220], [0.9217, 4.4529, -3.0069], [0.7919, 5.2918, -3.8946], [0.3956, 4.5108, -1.9113], [2.2706, 3.0288, -2.3744], [2.5010, 3.5128, -4.1093], [1.1669, 2.4286, -3.5886], [-2.8156, 1.7098, -6.3389], [-2.0053, 1.0032, -5.7921], [-1.6752, 1.1280, -4.5140], [-2.1862, 2.2456, -3.7758], [-2.0968, 1.8973, -2.3090], [-1.4525, -0.2142, -6.4554], [-3.2129, 2.4153, -4.1077], [-1.6598, 3.1645, -4.0455], [-2.4677, 2.7044, -1.6755], [-1.0795, 1.6749, -1.9875], [-2.6945, 1.0357, -2.0041], [-2.2000, -1.0030, -6.3973], [-0.4454, -0.5339, -6.1912], [-1.3242, 0.0167, -7.5164], [0.7387, 0.4338, 0.9108], [0.6406, -0.4551, 0.0986], [0.2856, -1.6851, 0.4110], [0.0059, -1.9108, 1.8095], [-0.5814, -3.3314, 1.9094], [0.8599, -0.2604, -1.3851], [-0.6755, -1.1119, 2.1002], [0.8647, -1.8467, 2.4764], [-1.2583, -3.2924, 2.7661], [0.1915, -4.0351, 2.2155], [-1.0727, -3.6122, 0.9873], [1.0044, 0.8027, -1.5552], [-0.1198, -0.4441, -1.8321], [1.6639, -0.9211, -1.6883], [1.3533, 1.6710, 4.1323], [1.2345, 0.5383, 4.5118], [2.2567, -0.3307, 4.5390], [3.5318, 0.1382, 4.1200], [3.7079, 0.1172, 2.6172], [-0.1003, 0.0036, 4.9392], [4.2339, -0.5442, 4.6020], [3.7257, 1.1313, 4.5347], [2.9281, 0.6741, 2.0985], [3.5192, -0.9240, 2.3117], [4.7282, 0.2528, 2.2671], [-0.6888, -0.2648, 4.0591], [-0.6647, 0.7678, 5.4620], [-0.0016, -0.9096, 5.5253]],
  "energy_ha": -2393.35513,
  "homo_lumo_gap_ev": 9.77,
  "lumo_energy_ev": -0.513,
  "spin_multiplicity": 1
}

Entry 2:
{
  "formula": "C18H42N6O6",
  "method": "wB97M-V/def2-TZVPD",
  "elements": ["C", "O", "N", "C", "C", "H", "H", "H", "H", "H", "H", "H", "C", "O", "N", "C", "C", "H", "H", "H", "H", "H", "H", "H", "C", "O", "N", "C", "C", "H", "H", "H", "H", "H", "H", "H", "C", "O", "N", "C", "C", "H", "H", "H", "H", "H", "H", "H", "C", "O", "N", "C", "C", "H", "H", "H", "H", "H", "H", "H", "C", "O", "N", "C", "C", "H", "H", "H", "H", "H", "H", "H"],
  "xyz": [[-1.4259, -6.6652, -0.3227], [-0.8372, -7.6301, -0.7579], [-1.0348, -5.3726, -0.4714], [-1.7013, -4.2920, 0.1987], [0.1952, -5.0539, -1.1439], [-2.3418, -6.7430, 0.2876], [-1.9405, -3.4884, -0.5048], [-1.0692, -3.8459, 0.9769], [-2.6193, -4.6144, 0.6853], [-0.0093, -4.4157, -2.0110], [0.8489, -4.4953, -0.4669], [0.6572, -5.9834, -1.4620], [-0.3071, -0.1439, 0.8370], [-0.7050, -1.1910, 1.2998], [0.3442, -0.0207, -0.3499], [0.6879, -1.2007, -1.1171], [0.8905, 1.2458, -0.7641], [-0.4422, 0.8279, 1.3423], [1.7320, -1.4398, -0.8933], [0.6121, -0.9681, -2.1828], [0.0431, -2.0535, -0.9437], [0.5925, 2.0444, -0.0909], [1.9785, 1.1602, -0.8432], [0.5290, 1.5160, -1.7621], [-3.5349, 1.7007, 2.6651], [-2.9629, 1.9205, 3.7082], [-4.8101, 2.0617, 2.3798], [-5.6323, 2.7207, 3.3730], [-5.4562, 1.6491, 1.1601], [-3.0675, 1.1219, 1.8478], [-4.9839, 3.1797, 4.1129], [-6.2967, 2.0051, 3.8635], [-6.2346, 3.4818, 2.8765], [-6.1703, 0.8456, 1.3508], [-5.9497, 2.4963, 0.6799], [-4.7066, 1.3086, 0.4436], [4.2581, 3.9211, 0.8069], [4.8649, 2.9058, 1.0629], [3.7409, 4.2382, -0.4095], [3.1095, 5.5017, -0.6734], [3.8787, 3.3436, -1.5429], [4.0729, 4.7174, 1.5477], [2.0801, 5.3828, -1.0217], [3.6682, 6.0701, -1.4241], [3.0846, 6.1107, 0.2307], [4.5821, 3.7625, -2.2706], [4.2516, 2.3642, -1.2660], [2.9021, 3.2682, -2.0268], [-3.8289, 0.1760, -4.2823], [-4.3984, -0.6923, -4.9010], [-2.9989, -0.0239, -3.2296], [-2.3506, 1.0531, -2.5359], [-2.6377, -1.3268, -2.7556], [-3.9231, 1.2430, -4.5513], [-2.7151, 2.0234, -2.8744], [-1.2743, 1.0666, -2.7300], [-2.5329, 0.9123, -1.4693], [-2.8332, -1.4073, -1.6820], [-3.2532, -2.0965, -3.2257], [-1.6015, -1.6065, -2.9604], [4.5994, 0.1839, 3.0760], [4.9576, 0.2034, 4.2295], [4.6114, -0.9189, 2.2721], [4.1578, -0.8495, 0.9144], [4.9917, -2.2006, 2.7905], [4.2256, 1.0672, 2.5322], [3.1644, -1.2876, 0.7610], [4.8715, -1.3513, 0.2543], [4.1045, 0.1944, 0.5954], [5.6608, -2.7022, 2.0832], [5.5121, -2.0624, 3.7326], [4.1254, -2.8521, 2.9424]],
  "energy_ha": -1491.01952,
  "homo_lumo_gap_ev": 9.06,
  "lumo_energy_ev": -0.010,
  "spin_multiplicity": 1
}

Entry 3:
{
  "formula": "C18H42N8O12V",
  "method": "wB97M-V/def2-TZVPD",
  "elements": ["V", "N", "O", "O", "O", "N", "O", "O", "O", "C", "C", "O", "N", "C", "H", "H", "H", "H", "H", "H", "H", "C", "C", "O", "N", "C", "H", "H", "H", "H", "H", "H", "H", "C", "C", "O", "N", "C", "H", "H", "H", "H", "H", "H", "H", "C", "C", "O", "N", "C", "H", "H", "H", "H", "H", "H", "H", "C", "C", "O", "N", "C", "H", "H", "H", "H", "H", "H", "H", "C", "C", "O", "N", "C", "H", "H", "H", "H", "H", "H", "H"],
  "xyz": [[1.6592, -0.9998, -0.8905], [-0.8087, 0.7894, -0.1109], [-0.5561, 0.9749, 1.0826], [-1.6506, 1.3889, -0.7312], [-0.1203, -0.1071, -0.7642], [0.3496, -2.0975, -3.7259], [-0.3925, -1.2010, -4.1065], [0.5074, -3.1340, -4.3063], [1.0997, -1.8825, -2.6595], [-2.1021, 4.1337, 2.2159], [-1.9723, 3.6438, 3.6407], [-2.3118, 4.2939, 4.6056], [-1.3752, 2.4390, 3.7688], [-1.1172, 1.8410, 5.0467], [-1.9253, 3.3191, 1.5038], [-1.3929, 4.9352, 2.0200], [-3.1131, 4.4705, 1.9970], [-1.0381, 1.9589, 2.9548], [-0.0308, 1.7070, 5.1502], [-1.5029, 0.8163, 5.0509], [-1.5082, 2.4347, 5.8562], [-4.7956, -1.8813, -0.7823], [-5.3853, -0.8850, -1.7493], [-6.5384, -0.5241, -1.6486], [-4.5132, -0.3203, -2.6050], [-4.8781, 0.6199, -3.6603], [-4.1398, -1.3211, -0.0984], [-4.1554, -2.6426, -1.2210], [-5.6010, -2.3126, -0.2009], [-3.5308, -0.3747, -2.3912], [-5.9607, 0.5951, -3.7862], [-4.3811, 0.3364, -4.5879], [-4.6365, 1.6622, -3.4178], [-0.0649, -1.5324, 2.9500], [1.3435, -1.4643, 2.4307], [1.5578, -1.2007, 1.2243], [2.3272, -1.8390, 3.2647], [3.7016, -1.9415, 2.9135], [-0.1030, -1.8057, 4.0021], [-0.5716, -2.2736, 2.3333], [-0.5662, -0.5753, 2.8282], [2.1159, -1.8484, 4.2482], [4.0400, -2.9539, 3.1127], [4.2591, -1.2188, 3.5078], [3.8605, -1.6965, 1.8705], [3.9187, 1.1992, -3.5769], [2.4792, 1.1428, -3.2262], [2.0535, 0.3825, -2.3365], [1.6578, 1.8876, -3.9185], [0.1970, 1.8837, -3.7908], [4.0587, 0.6793, -4.5276], [4.5224, 0.7405, -2.8061], [4.2331, 2.2286, -3.7611], [2.0992, 2.5585, -4.5271], [-0.1017, 1.0089, -3.2187], [-0.2460, 1.8051, -4.7765], [-0.1427, 2.7534, -3.2289], [1.5145, -4.9454, -0.0677], [0.3719, -3.9661, -0.1270], [0.5568, -2.7908, -0.4249], [-0.8358, -4.3938, 0.2664], [-2.0244, -3.5548, 0.3519], [1.8876, -5.0406, -1.0937], [1.2379, -5.9031, 0.3457], [2.3286, -4.4346, 0.4496], [-0.8694, -5.3210, 0.6502], [-2.1244, -3.0982, 1.3373], [-2.8535, -4.2322, 0.1615], [-2.0024, -2.7554, -0.3740], [4.4395, 1.7704, 1.2395], [3.1316, 1.8324, 0.5029], [2.6019, 0.8173, 0.0803], [2.5115, 3.0113, 0.4748], [1.2477, 3.2662, -0.1907], [4.3295, 1.1391, 2.1186], [4.7417, 2.7432, 1.6343], [5.2359, 1.4599, 0.5647], [3.0212, 3.8301, 0.7550], [0.4450, 3.3688, 0.5393], [0.9655, 2.4381, -0.8341], [1.3306, 4.1626, -0.7998]],
  "energy_ha": -2995.69193,
  "homo_lumo_gap_ev": [6.59, 7.42],
  "total_charge": 1,
  "lumo_energy_ev": [-4.297, -3.469],
  "spin_multiplicity": 3
}